(1)
Here is a 8-piece molecular cluster, C33H34BF4O19 overall from the OMol25 dataset. Energies are from ωB97M-V with the def2-TZVPD basis set.

Last column: Löwdin charge in e.
Geometry (Å):
B -13.204 3.693 -3.219  -1.491
F -13.664 2.397 -3.217  0.149
F -12.192 3.792 -2.315  0.155
F -12.815 4.119 -4.424  0.191
F -14.173 4.549 -2.785  0.158
C -19.767 3.558 -0.999  0.156
C -20.005 4.440 -2.350  -0.069
C -19.025 4.755 -3.304  -0.505
O -19.200 5.458 -4.216  0.154
C -17.712 4.195 -3.058  0.117
C -17.393 3.329 -1.821  -0.092
C -18.462 2.977 -0.872  -0.373
O -18.224 2.232 0.116  0.070
O -16.124 2.903 -1.441  0.074
O -21.343 4.825 -2.538  0.073
H -20.462 3.468 -0.346  0.032
H -16.832 4.352 -3.734  0.129
H -15.307 2.955 -1.850  0.035
H -21.131 5.202 -3.406  0.091
C -14.004 1.393 -8.975  0.091
C -13.946 1.265 -7.482  -0.107
C -15.309 1.089 -6.748  -0.329
O -15.290 0.764 -5.527  0.081
C -16.480 1.171 -7.574  0.075
C -16.485 1.281 -9.038  -0.136
C -15.209 1.343 -9.774  -0.462
O -15.092 1.356 -10.943  0.137
O -17.581 1.589 -9.831  0.101
O -12.913 1.263 -6.577  0.096
H -13.060 1.481 -9.756  0.168
H -17.471 1.224 -6.918  0.165
H -17.189 1.816 -10.626  0.051
H -13.124 1.831 -5.906  0.039
C -8.365 -0.665 -2.602  0.120
C -8.044 0.036 -3.945  -0.100
C -8.858 1.078 -4.520  -0.461
O -8.575 1.505 -5.670  0.042
C -9.926 1.528 -3.789  0.102
C -10.343 0.976 -2.311  0.009
C -9.571 -0.219 -1.899  -0.407
O -10.106 -0.859 -1.039  0.134
O -11.179 1.577 -1.382  0.178
O -6.963 -0.564 -4.611  0.062
H -7.759 -1.491 -2.229  0.110
H -10.587 2.385 -4.293  0.150
H -11.591 2.248 -1.606  -0.073
H -6.694 -0.048 -5.347  0.079
C -7.627 4.473 -8.775  0.082
C -8.503 3.665 -9.666  -0.100
C -9.889 3.391 -9.315  -0.484
O -10.582 2.640 -9.943  0.118
C -10.367 3.934 -8.182  0.085
C -9.564 4.801 -7.187  -0.111
C -8.165 4.997 -7.487  -0.300
O -7.349 5.712 -6.743  0.035
O -10.098 5.531 -6.139  0.081
O -8.032 2.962 -10.850  0.050
H -6.430 4.706 -9.121  0.191
H -11.454 3.925 -7.901  0.139
H -11.015 5.270 -5.864  0.132
H -8.804 2.535 -11.159  0.053
C -15.899 5.409 0.846  -0.037
C -14.460 5.329 1.419  -0.500
O -13.908 6.068 2.166  0.079
C -13.612 4.203 0.850  -0.041
H -15.966 5.462 -0.309  0.097
H -16.669 6.175 1.292  0.101
H -16.495 4.451 1.049  0.082
H -13.021 3.538 1.610  0.115
H -13.065 4.349 -0.055  0.038
H -14.219 3.249 0.473  0.101
C -9.561 5.236 -0.348  -0.007
C -8.461 4.856 -1.366  -0.410
O -7.830 3.784 -1.194  0.006
C -8.128 5.934 -2.449  -0.018
H -10.352 4.293 -0.050  0.161
H -9.967 6.108 -0.660  0.029
H -9.094 5.122 0.529  0.020
H -9.094 6.178 -3.026  0.108
H -7.424 5.487 -3.134  0.062
H -7.595 6.813 -2.132  0.067
C -16.325 -0.756 -1.056  -0.040
C -14.956 -1.120 -1.463  -0.500
O -14.739 -2.337 -1.519  0.028
C -13.925 -0.131 -1.772  -0.006
H -16.224 -0.028 -0.243  0.085
H -16.828 -1.800 -1.112  0.116
H -16.997 -0.198 -1.799  0.102
H -13.215 -0.023 -1.173  -0.023
H -14.265 0.928 -1.513  0.090
H -13.510 -0.113 -2.880  0.155

Forces on the atoms, in the same order (eV/Å):
B -0.7 0.2 0.8
F -0.5 -1.1 -0.3
F 2.2 -0.1 1.5
F 1.2 0.3 -3.0
F -2.1 1.0 0.8
C 4.2 4.9 -11.2
C -4.6 -5.0 9.7
C 4.5 -2.9 2.2
O -2.1 3.4 -4.3
C 3.3 -4.0 4.5
C 2.7 3.1 -5.3
C 0.0 -1.5 3.6
O -0.2 1.3 -2.2
O -6.5 -0.3 2.2
O 3.9 -0.4 -0.6
H -4.6 -0.7 4.1
H -1.2 0.1 0.6
H 2.2 1.1 -2.8
H -1.4 0.9 -0.8
C 4.3 -0.4 3.8
C -0.9 0.7 -3.1
C 1.9 -1.6 1.8
O -0.4 1.4 -3.6
C -3.8 0.7 -3.1
C -1.8 1.0 4.2
C 1.2 -0.6 4.3
O -1.0 0.3 -4.1
O 0.1 -1.5 4.5
O 0.5 -2.1 -5.7
H -2.1 -0.2 2.8
H 2.0 -0.2 -1.9
H 1.1 0.6 -3.2
H -1.1 2.2 3.5
C 0.8 3.8 -5.6
C 2.0 -6.3 5.7
C 1.1 0.3 -2.9
O 0.0 -0.5 1.4
C -6.2 1.6 5.8
C 1.0 5.2 -5.1
C 0.1 -0.3 -0.3
O -0.2 -1.3 1.6
O 8.8 -13.3 1.7
O -2.3 0.6 2.3
H -0.3 0.3 -0.2
H 1.6 -2.0 1.5
H -6.2 10.8 -4.5
H 0.0 1.1 -1.4
C -0.2 -2.4 -4.1
C 5.8 1.2 0.3
C 1.3 -0.8 -0.6
O -0.9 -1.6 -2.4
C -0.4 6.3 9.2
C -5.1 -2.2 -2.4
C 5.6 3.4 1.5
O -3.9 -3.2 -2.9
O 0.5 -1.7 -1.4
O 0.6 3.2 3.8
H -3.9 -0.8 1.3
H 1.2 -0.5 -0.6
H 0.9 -0.1 -0.6
H -1.8 -1.0 -0.7
C -2.8 -0.1 -0.1
C -0.2 -1.5 -2.2
O -0.4 1.5 1.3
C -1.2 -5.5 0.6
H 0.6 0.1 1.8
H 2.1 -0.8 -0.7
H 1.3 0.8 -0.1
H -0.5 2.2 -0.9
H 0.7 1.0 -0.3
H 0.2 2.1 0.6
C -1.3 -5.8 -2.4
C 0.9 -2.0 1.2
O -1.5 3.1 -1.1
C -1.4 -1.7 -0.7
H 1.7 2.6 -1.8
H -1.7 2.7 -0.1
H 2.0 0.9 3.6
H 1.5 -0.1 1.0
H 0.0 -0.4 -0.4
H -0.4 0.5 0.8
C -2.2 -0.3 -1.9
C 0.1 -2.8 -0.8
O 0.5 1.4 -0.1
C -4.8 2.9 -6.1
H -0.8 -0.8 0.6
H 0.4 1.9 1.6
H 1.6 -0.3 0.5
H 6.8 -0.9 5.2
H -0.6 -1.1 -1.2
H -1.1 -0.3 2.3

Results
- LUMO (eV) = -0.62
- calculated total energy (a.u.) = -3131.42116
- total charge = -1
- relative energy (zero: lowest compared OMol25 entry of this formula, charge and spin) (kJ/mol) = 363.9
- HOMO-LUMO gap (eV) = 6.0676

(2)
Here is one molecule with the formula C5H6N4O from the OMol25 dataset. Energies are from ωB97M-V with the def2-TZVPD basis set.

Last column: Mulliken spin population.
Geometry (Å):
C 1.566 -1.584 -1.259  0.011
C -1.073 0.708 2.180  0.735
C -0.613 -0.205 -0.919  -0.013
C 1.568 -0.784 -0.131  -0.003
C 0.003 0.743 1.193  0.312
N 2.179 -0.486 -1.339  0.032
N -0.047 0.232 2.701  0.800
N -1.635 0.728 -0.973  0.028
N 0.161 -0.215 0.192  0.032
O -0.406 -1.023 -1.817  0.015
H 1.435 -2.491 -1.862  0.000
H -2.046 0.973 2.491  0.033
H 2.089 -0.702 0.861  0.002
H 0.490 1.697 1.111  0.009
H -1.415 1.653 -0.743  0.006
H -2.257 0.758 -1.685  0.001

Forces on the atoms, in the same order (eV/Å):
C 0.9 -2.1 -1.6
C -5.1 0.3 0.6
C -1.2 -0.4 -1.2
C -1.5 1.3 4.7
C 1.2 -0.2 0.0
N 1.1 1.1 -1.8
N 4.2 -1.5 0.1
N 1.9 -0.7 2.4
N 1.2 0.5 -0.1
O -1.1 0.3 0.3
H 0.2 0.5 0.6
H -0.8 0.9 -0.5
H -0.2 -0.9 -1.2
H 0.5 0.3 -0.4
H 0.6 1.3 1.0
H -1.9 -0.8 -2.9

Results
- LUMO (spin up / spin down) (eV) = 0.84 / -3.27
- calculated total energy (a.u.) = -488.06910
- relative energy (zero: lowest compared OMol25 entry of this formula, charge and spin) (kJ/mol) = 249.0
- 2S+1 = 3
- HOMO-LUMO gap (spin up / spin down) (eV) = 6.4057 / 6.4987

(3)
Here is C28H34BrCl6O2RuSSi as an isolated structure from the OMol25 dataset. Energies are from ωB97M-V with the def2-TZVPD basis set.

Last column: Mulliken spin population.
Geometry (Å):
Ru 0.207 -2.483 0.864  0.953
C 3.120 4.278 -2.236  0.000
C 3.914 3.122 -1.612  0.000
C 4.571 3.627 -0.328  0.000
C 5.022 2.686 -2.581  0.000
C 2.980 1.943 -1.348  0.005
C 2.773 1.407 -0.091  -0.008
C 1.936 0.315 0.042  -0.001
Br 1.671 -0.378 1.797  0.045
C 1.268 -0.323 -1.006  0.050
O 0.574 -1.434 -0.850  -0.017
C 1.414 0.278 -2.286  -0.003
C 2.279 1.356 -2.400  -0.001
C 0.710 -0.187 -3.576  -0.001
C 1.761 -0.811 -4.505  0.000
C 0.072 1.030 -4.268  0.000
C -0.418 -1.209 -3.393  -0.003
H 3.765 5.149 -2.376  0.000
H 2.287 4.566 -1.592  0.000
H 2.713 4.005 -3.210  0.000
H 5.237 4.460 -0.562  0.000
H 5.168 2.849 0.151  0.000
H 3.829 3.985 0.389  0.000
H 5.692 3.523 -2.791  0.000
H 4.610 2.340 -3.530  0.000
H 5.609 1.872 -2.154  0.000
H 3.256 1.807 0.788  -0.002
H 2.423 1.774 -3.389  0.000
H 2.556 -0.102 -4.745  0.000
H 1.294 -1.131 -5.441  0.000
H 2.215 -1.685 -4.034  0.000
H 0.802 1.782 -4.568  0.000
H -0.654 1.509 -3.608  0.000
H -0.450 0.702 -5.169  0.000
H -0.053 -2.149 -2.994  0.000
H -0.866 -1.401 -4.371  0.000
H -1.200 -0.831 -2.731  0.001
Cl 0.126 -3.657 3.331  0.012
C 1.714 -4.235 3.921  -0.003
Cl 3.027 -3.173 3.455  0.002
H 1.879 -5.213 3.486  0.000
H 1.641 -4.262 5.001  0.001
O -1.363 -1.184 2.167  0.000
S -2.749 -1.486 2.665  0.002
C -2.994 -0.373 4.041  0.000
C -2.350 0.855 4.054  0.000
C -2.551 1.700 5.132  0.000
C -3.386 1.315 6.176  0.000
C -4.013 0.079 6.154  0.000
C -3.811 -0.781 5.082  0.000
C -3.837 -0.680 1.492  0.001
C -5.195 -0.955 1.525  0.001
C -6.027 -0.337 0.604  0.000
C -5.494 0.532 -0.339  0.000
C -4.129 0.786 -0.368  0.000
C -3.288 0.178 0.553  -0.001
H -1.691 1.124 3.238  0.000
H -2.055 2.661 5.163  0.000
H -3.539 1.981 7.015  0.000
H -4.650 -0.224 6.975  0.000
H -4.277 -1.758 5.059  0.000
H -5.597 -1.648 2.254  0.000
H -7.089 -0.542 0.615  0.000
H -6.145 1.005 -1.063  0.000
H -3.716 1.454 -1.112  0.000
H -2.218 0.344 0.540  0.001
Cl -1.929 -4.352 0.673  0.066
C -1.387 -2.930 -0.266  -0.009
H -2.154 -2.163 -0.207  -0.006
H -1.183 -3.243 -1.282  -0.007
Cl 2.085 -5.651 0.791  -0.004
Si 1.660 -3.855 -0.210  -0.065
Cl 3.519 -2.994 -0.527  -0.004
Cl 1.077 -4.558 -2.078  -0.001

Forces on the atoms, in the same order (eV/Å):
Ru -0.1 0.4 -0.1
C 0.0 0.0 0.0
C 0.0 0.0 0.0
C 0.0 0.0 0.0
C 0.0 0.0 0.0
C 0.0 0.0 0.0
C 0.0 0.0 0.0
C 0.0 0.0 0.0
Br 0.1 -0.2 0.0
C 0.1 0.0 0.0
O -0.3 0.0 0.2
C 0.0 0.0 0.0
C 0.0 0.0 0.0
C 0.0 0.0 0.0
C 0.0 0.0 0.0
C 0.0 0.0 0.0
C 0.0 0.0 0.0
H 0.0 0.0 0.0
H 0.0 0.0 0.0
H 0.0 0.0 0.0
H 0.0 0.0 0.0
H 0.0 0.0 0.0
H 0.0 0.0 0.0
H 0.0 0.0 0.0
H 0.0 0.0 0.0
H 0.0 0.0 0.0
H 0.0 0.0 0.0
H 0.0 0.0 0.0
H 0.0 0.0 0.0
H 0.0 0.0 0.0
H 0.0 0.0 0.0
H 0.0 0.0 0.0
H 0.0 0.0 0.0
H 0.0 0.0 0.0
H 0.0 0.0 0.0
H 0.0 0.0 0.0
H 0.0 0.0 0.0
Cl 0.0 0.2 -0.2
C 0.1 -0.1 0.0
Cl 0.0 0.0 0.0
H 0.0 0.0 0.0
H 0.0 0.0 0.0
O 0.1 0.0 0.0
S 0.0 0.1 -0.1
C 0.0 0.0 0.0
C 0.0 0.0 0.0
C 0.0 0.0 0.0
C 0.0 0.0 0.0
C 0.0 0.0 0.0
C 0.0 0.0 0.0
C 0.0 0.0 0.0
C 0.0 0.0 0.0
C 0.0 0.0 0.0
C 0.0 0.0 0.0
C 0.0 0.0 0.0
C 0.0 0.0 0.0
H 0.0 0.0 0.0
H 0.0 0.0 0.0
H 0.0 0.0 0.0
H 0.0 0.0 0.0
H 0.0 0.0 0.0
H 0.0 0.0 0.0
H 0.0 0.0 0.0
H 0.0 0.0 0.0
H 0.0 0.0 0.0
H 0.0 0.0 0.0
Cl -0.1 -0.1 0.1
C 0.1 -0.4 0.0
H 0.0 0.0 0.0
H 0.0 0.0 0.0
Cl 0.0 0.0 0.1
Si 0.0 0.1 0.0
Cl 0.0 0.0 0.0
Cl 0.0 0.0 0.0

Results
- LUMO (spin up / spin down) (eV) = 0.05 / -0.50
- calculated total energy (a.u.) = -7355.69186
- relative energy (zero: lowest compared OMol25 entry of this formula, charge and spin) (kJ/mol) = 97.6
- 2S+1 = 2
- HOMO-LUMO gap (spin up / spin down) (eV) = 7.4503 / 6.8380

(4)
Here is C42H43BNiO2P2SiTe as an isolated structure from the OMol25 dataset. Energies are from ωB97M-V with the def2-TZVPD basis set.

Last column: Löwdin charge in e.
Geometry (Å):
Ni -0.305 -0.416 1.298  -0.231
C 1.768 -3.428 1.739  -0.196
Si 0.709 -2.013 2.436  0.512
C -0.325 -2.892 3.777  -0.195
C 1.871 -0.760 3.286  -0.183
H 2.475 -3.803 2.483  0.030
H 2.332 -3.124 0.855  0.024
H 1.126 -4.260 1.441  0.035
H 0.274 -3.593 4.363  0.030
H -1.127 -3.465 3.302  0.028
H -0.786 -2.191 4.480  0.016
H 2.271 -1.239 4.185  0.035
H 1.381 0.168 3.594  0.008
H 2.711 -0.491 2.642  0.020
C -1.659 0.965 4.554  -0.387
Te -2.283 0.672 2.513  1.426
C -3.303 -1.043 3.298  -0.387
C -3.413 -0.815 4.782  -0.292
C -4.276 -1.578 5.563  -0.038
C -4.359 -1.376 6.930  -0.084
C -3.572 -0.405 7.534  -0.085
C -2.707 0.356 6.765  -0.043
C -2.621 0.159 5.390  -0.294
H -1.687 2.025 4.800  0.056
H -0.638 0.603 4.674  0.046
H -2.712 -1.924 3.065  0.033
H -4.276 -1.132 2.820  0.063
H -4.890 -2.335 5.089  0.116
H -5.040 -1.972 7.525  0.102
H -3.636 -0.238 8.601  0.102
H -2.091 1.115 7.233  0.114
C 2.043 0.010 -1.003  -0.468
P 0.626 0.897 -0.221  0.999
C 1.321 2.395 0.539  -0.333
C 2.681 2.512 0.807  -0.099
C 3.169 3.570 1.562  -0.077
C 2.303 4.530 2.060  -0.085
C 0.940 4.414 1.818  -0.079
C 0.453 3.347 1.083  -0.120
C -0.463 1.370 -1.604  -0.333
C -0.812 0.336 -2.474  -0.090
C -1.665 0.561 -3.541  -0.062
C -2.211 1.822 -3.738  -0.081
C -1.895 2.848 -2.859  -0.086
C -1.025 2.628 -1.801  -0.101
P 3.124 0.492 -2.465  1.064
C 2.827 2.281 -2.763  -0.396
C 3.839 3.142 -2.338  -0.130
C 3.719 4.516 -2.478  -0.087
C 2.588 5.050 -3.076  -0.082
C 1.589 4.204 -3.535  -0.074
C 1.706 2.831 -3.383  -0.107
C 2.263 -0.294 -3.884  -0.387
C 2.334 0.294 -5.148  -0.108
C 1.781 -0.325 -6.258  -0.082
C 1.156 -1.557 -6.133  -0.090
C 1.113 -2.171 -4.891  -0.082
C 1.671 -1.554 -3.781  -0.112
H 1.607 -0.962 -1.235  0.003
H 2.707 -0.213 -0.163  0.031
H 3.377 1.778 0.423  0.090
H 4.231 3.641 1.757  0.106
H 2.684 5.358 2.643  0.102
H 0.252 5.148 2.218  0.105
H -0.618 3.237 0.955  0.083
H -0.410 -0.658 -2.326  0.090
H -1.900 -0.253 -4.215  0.110
H -2.881 2.004 -4.568  0.103
H -2.316 3.835 -3.004  0.105
H -0.750 3.460 -1.166  0.093
H 4.734 2.724 -1.891  0.092
H 4.510 5.166 -2.127  0.102
H 2.491 6.122 -3.195  0.102
H 0.706 4.614 -4.012  0.105
H 0.915 2.188 -3.744  0.094
H 2.819 1.254 -5.269  0.102
H 1.838 0.162 -7.224  0.103
H 0.715 -2.038 -6.997  0.101
H 0.639 -3.138 -4.779  0.091
H 1.628 -2.072 -2.829  0.087
O 0.070 -2.684 -0.634  0.068
B -0.654 -1.962 0.370  -0.696
O -2.016 -2.363 0.266  0.115
C -2.099 -3.262 -0.761  -0.206
C -3.207 -3.915 -1.251  0.006
C -3.000 -4.798 -2.312  -0.095
C -1.735 -5.006 -2.844  -0.094
C -0.619 -4.337 -2.341  -0.007
C -0.833 -3.464 -1.297  -0.214
H -4.189 -3.749 -0.829  0.118
H -3.845 -5.335 -2.725  0.099
H -1.610 -5.704 -3.662  0.100
H 0.374 -4.500 -2.740  0.113

Forces on the atoms, in the same order (eV/Å):
Ni 0.3 0.9 0.2
C 0.0 0.3 0.0
Si -0.4 -0.8 0.1
C 0.1 0.2 0.0
C -0.1 0.0 -0.2
H 0.0 0.0 0.1
H 0.0 0.0 0.0
H 0.0 0.0 0.0
H 0.1 0.0 0.0
H 0.0 0.0 0.0
H 0.0 0.0 0.0
H 0.0 0.0 0.0
H 0.0 0.0 0.0
H 0.0 0.0 0.0
C 0.0 0.0 -0.1
Te 0.2 -0.2 0.2
C 0.0 0.1 0.0
C 0.0 0.1 0.0
C 0.0 0.0 0.0
C 0.0 0.0 0.0
C 0.0 0.0 0.0
C 0.0 0.0 0.0
C 0.0 0.0 0.0
H 0.0 0.0 0.0
H 0.0 0.0 -0.1
H 0.0 0.0 -0.1
H 0.0 0.0 0.0
H 0.0 0.0 0.0
H 0.0 0.0 0.0
H 0.0 0.0 0.0
H 0.0 0.0 0.0
C 0.0 0.2 -0.1
P 0.0 -0.4 0.0
C 0.0 0.0 0.1
C 0.1 0.0 -0.1
C 0.0 0.0 0.0
C 0.0 0.0 0.0
C 0.0 0.0 0.0
C 0.0 0.0 0.0
C 0.0 0.0 0.0
C -0.1 0.0 0.1
C 0.0 0.0 0.0
C 0.0 0.0 0.0
C 0.0 0.0 0.0
C 0.1 0.1 0.0
P -0.1 0.0 0.2
C 0.1 -0.1 0.1
C 0.0 0.0 0.0
C 0.0 0.0 0.0
C 0.0 0.0 0.0
C 0.0 0.0 0.0
C 0.0 0.0 0.1
C 0.0 0.0 0.0
C 0.0 0.0 0.0
C 0.0 0.0 0.0
C 0.0 0.0 0.0
C 0.0 0.0 0.0
C 0.0 0.0 0.0
H 0.0 -0.1 0.0
H 0.0 0.0 0.0
H 0.0 0.0 0.0
H 0.0 0.0 0.0
H 0.0 0.0 0.0
H 0.0 0.0 0.0
H 0.0 0.0 0.0
H 0.0 0.0 0.0
H 0.0 0.0 0.0
H 0.0 0.0 0.0
H 0.0 0.0 0.0
H 0.0 -0.1 0.0
H 0.0 0.0 0.0
H 0.0 0.0 0.0
H 0.0 0.0 0.0
H 0.0 0.0 0.0
H 0.0 0.0 0.0
H 0.0 0.0 0.0
H 0.0 0.0 0.0
H 0.0 0.0 0.0
H 0.0 0.0 0.0
H 0.0 0.0 0.0
O 0.0 0.1 0.1
B 0.2 -0.6 -0.2
O -0.1 0.0 0.1
C 0.1 0.0 0.0
C 0.0 0.0 0.0
C 0.0 0.0 0.0
C 0.0 0.0 0.0
C 0.1 0.1 0.1
C -0.2 0.0 0.0
H 0.0 0.0 0.0
H 0.0 0.0 0.0
H 0.0 0.0 0.0
H 0.0 0.0 0.0

Results
- LUMO (eV) = 0.19
- calculated total energy (a.u.) = -4550.22059
- relative energy (zero: lowest compared OMol25 entry of this formula, charge and spin) (kJ/mol) = 0.3
- HOMO-LUMO gap (eV) = 7.3011